[1]
Entry from the OMol25 dataset: a molecular structure, C34H42NO4Pt in a non-equilibrium geometry (ωB97M-V/def2-TZVPD).

Cartesian coordinates (Å):
O: -1.120 -0.377 -3.507
C: -1.828 0.800 -4.130
C: -1.269 0.478 -5.501
H: -1.530 1.729 -3.642
H: -2.911 0.631 -4.083
C: -0.814 -0.878 -4.897
H: -0.449 1.120 -5.830
H: -2.038 0.365 -6.263
C: 0.605 -1.304 -5.188
H: 1.257 -0.441 -5.339
H: 0.603 -1.907 -6.109
H: 1.021 -1.955 -4.418
C: -1.803 -1.972 -5.272
H: -2.830 -1.583 -5.255
H: -1.721 -2.836 -4.596
H: -1.592 -2.325 -6.295
Pt: -1.094 -0.808 -1.457
C: -3.613 -1.245 1.419
C: -3.611 0.204 1.392
C: -3.298 0.640 0.120
H: -3.855 0.818 2.255
C: -3.060 -0.547 -0.764
C: -3.339 -1.702 0.136
H: -3.290 -2.741 -0.181
H: -3.813 -1.846 2.312
H: -3.217 1.664 -0.229
H: -3.438 -0.494 -1.788
C: -0.266 -2.321 -0.104
C: -0.754 -3.089 -1.238
C: 0.113 -2.847 -2.343
H: -1.613 -3.750 -1.241
C: 1.067 -1.845 -1.955
C: 0.888 -1.569 -0.559
H: 1.529 -0.957 0.075
H: -0.624 -2.367 0.913
H: 0.095 -3.410 -3.275
H: 1.871 -1.425 -2.557
O: 1.946 1.835 -4.653
C: 1.832 1.282 -3.313
C: 1.051 2.271 -2.431
H: 2.852 1.091 -2.921
H: 1.336 0.291 -3.384
C: 1.086 3.592 -3.229
H: 1.465 2.328 -1.425
H: 0.012 1.925 -2.348
C: 1.923 3.264 -4.486
H: 1.498 4.431 -2.664
H: 0.070 3.866 -3.552
H: 2.960 3.613 -4.339
H: 1.499 3.735 -5.386
C: 4.256 0.457 5.574
C: 3.361 -0.505 4.834
C: 3.932 -1.605 4.199
C: 3.147 -2.547 3.531
C: 1.776 -2.363 3.455
C: 1.199 -1.209 4.012
N: -0.142 -1.000 3.757
C: -0.862 0.211 3.824
C: -1.807 0.396 4.849
C: -2.342 1.659 5.066
C: -2.070 2.697 4.166
C: -1.297 2.445 3.029
C: -0.644 1.223 2.873
C: 0.137 0.896 1.600
O: 1.303 0.442 1.692
O: -0.517 1.120 0.530
C: 1.973 -0.310 4.789
C: 1.355 0.822 5.543
H: 4.073 1.494 5.271
H: 4.128 0.400 6.663
H: 5.301 0.221 5.357
H: 5.015 -1.719 4.251
H: 3.599 -3.416 3.065
H: 1.129 -3.063 2.927
H: -0.676 -1.805 3.444
H: -2.047 -0.454 5.497
H: -2.982 1.833 5.932
H: -2.485 3.695 4.327
H: -1.205 3.176 2.226
H: 1.081 1.651 4.875
H: 0.456 0.512 6.086
H: 2.064 1.220 6.274

## Properties
Total charge   -1
2S+1   3
⟨S²⟩   2.013
Largest force on an atom   4.7 eV/Å
Highest occupied orbital energy (spin up / spin down)   -2.8 / -4.0 eV
Gap between HOMO and LUMO (spin up / spin down)   5.118 / 6.370 eV

---

[2]
Entry from the OMol25 dataset: a molecular structure, C34H43As3GeInS7Sb in a non-equilibrium geometry (ωB97M-V/def2-TZVPD).

Cartesian coordinates (Å):
In: -1.038 0.365 1.758
C: 0.331 1.567 -2.514
C: -0.806 2.563 -2.343
As: -2.085 1.914 -0.964
C: -3.552 1.145 -2.015
C: -4.543 0.510 -1.272
C: -5.594 -0.134 -1.896
C: -5.687 -0.121 -3.279
C: -4.730 0.543 -4.027
C: -3.659 1.160 -3.399
C: -2.972 3.626 -0.594
C: -3.380 4.469 -1.623
C: -3.993 5.676 -1.342
C: -4.210 6.055 -0.028
C: -3.824 5.215 1.003
C: -3.211 4.007 0.720
As: -0.333 -0.257 -2.920
C: 1.406 -1.162 -2.962
C: 1.459 -2.418 -3.563
C: 2.648 -3.121 -3.638
C: 3.810 -2.588 -3.100
C: 3.765 -1.354 -2.475
C: 2.572 -0.652 -2.405
C: -0.447 -0.162 -4.891
C: -1.630 -0.566 -5.500
C: -1.750 -0.569 -6.880
C: -0.678 -0.187 -7.670
C: 0.514 0.191 -7.074
C: 0.625 0.203 -5.696
H: 0.857 1.502 -1.552
H: 1.046 1.901 -3.279
H: -1.307 2.746 -3.300
H: -0.415 3.527 -1.989
H: -4.468 0.505 -0.186
H: -6.328 -0.660 -1.303
H: -6.498 -0.639 -3.770
H: -4.806 0.567 -5.106
H: -2.904 1.644 -4.011
H: -3.222 4.174 -2.654
H: -4.306 6.326 -2.149
H: -4.683 7.002 0.193
H: -3.995 5.492 2.033
H: -2.908 3.350 1.529
H: 0.546 -2.842 -3.974
H: 2.679 -4.090 -4.114
H: 4.742 -3.132 -3.161
H: 4.662 -0.935 -2.038
H: 2.560 0.308 -1.904
H: -2.453 -0.888 -4.870
H: -2.677 -0.879 -7.341
H: -0.768 -0.192 -8.747
H: 1.359 0.468 -7.690
H: 1.566 0.482 -5.233
S: -1.972 2.132 3.518
Sb: 0.395 2.168 3.863
S: 0.683 2.253 1.463
S: 0.337 -0.264 3.839
S: -1.431 -4.386 1.005
As: -1.788 -2.486 0.211
S: -2.960 -1.212 1.538
S: 0.156 -1.272 0.054
S: -2.653 -2.745 -1.675
C: 2.929 -7.008 2.370
C: 2.253 -5.710 1.940
C: 2.911 -5.117 0.698
C: 2.100 -3.973 0.102
Ge: 1.608 -2.471 1.335
C: 3.011 -1.065 1.609
C: 4.353 -1.620 2.054
C: 4.287 -2.150 3.480
C: 5.575 -2.850 3.890
H: 2.505 -7.375 3.303
H: 3.998 -6.852 2.517
H: 2.792 -7.776 1.610
H: 2.310 -4.983 2.754
H: 1.195 -5.887 1.734
H: 3.010 -5.901 -0.060
H: 3.918 -4.772 0.952
H: 1.158 -4.366 -0.288
H: 2.637 -3.533 -0.741
H: 0.814 -2.906 2.558
H: 2.646 -0.331 2.334
H: 3.115 -0.552 0.650
H: 5.121 -0.843 1.993
H: 4.649 -2.428 1.379
H: 3.450 -2.851 3.551
H: 4.078 -1.322 4.159
H: 5.736 -3.741 3.285
H: 5.536 -3.150 4.935
H: 6.427 -2.187 3.750

## Properties
Total charge   -1
2S+1   2
⟨S²⟩   0.762
Largest force on an atom   2.1 eV/Å
Highest occupied orbital energy (spin up / spin down)   -4.5 / -4.5 eV
Gap between HOMO and LUMO (spin up / spin down)   6.477 / 3.748 eV
ΔE to the lowest compared entry with this formula, charge and spin   0.00 kcal per mole

---

[3]
Entry from the OMol25 dataset: a molecular structure, C34H43AsInN5S2Si2 in a non-equilibrium geometry (ωB97M-V/def2-TZVPD).

Cartesian coordinates (Å):
In: -1.790 -0.405 -0.352
C: 1.440 -4.254 0.635
Si: 0.112 -3.282 -0.254
C: -1.346 -4.410 -0.435
C: 0.627 -2.746 -1.939
N: -0.388 -1.845 0.629
C: 0.034 -1.332 1.843
C: 1.260 -1.613 2.456
C: 1.775 -0.853 3.526
C: 0.966 0.080 4.177
C: -0.360 0.260 3.733
C: -0.761 -0.189 2.455
N: -1.823 0.316 1.714
Si: -2.732 1.827 2.256
C: -3.900 2.253 0.764
C: -1.586 3.295 2.647
C: -3.812 1.370 3.751
H: 1.654 -5.085 -0.002
H: 1.139 -4.524 1.658
H: 2.293 -3.603 0.698
H: -0.993 -5.296 -0.940
H: -2.204 -3.951 -0.947
H: -1.671 -4.594 0.589
H: 1.256 -3.493 -2.466
H: 1.075 -1.768 -2.114
H: -0.304 -2.792 -2.558
H: 1.882 -2.441 2.036
H: 2.845 -0.976 3.835
H: 1.442 0.609 4.997
H: -1.038 0.889 4.381
H: -3.372 2.135 -0.227
H: -4.360 3.247 0.961
H: -4.626 1.418 0.751
H: -0.631 2.928 3.036
H: -2.016 4.008 3.357
H: -1.377 3.860 1.735
H: -3.653 0.275 3.873
H: -4.832 1.602 3.479
H: -3.544 1.852 4.663
S: -0.441 0.556 -2.357
C: 0.346 1.908 -1.572
C: -0.444 3.091 -1.389
C: 0.067 4.228 -0.781
C: 1.325 4.164 -0.251
C: 2.141 3.021 -0.433
C: 1.673 1.872 -1.015
As: 2.979 0.423 -1.249
C: 4.552 0.907 -0.127
C: 4.390 0.883 1.270
C: 5.492 1.193 2.085
C: 6.749 1.338 1.529
C: 6.946 1.251 0.115
C: 5.826 1.096 -0.712
C: 3.598 0.943 -3.000
C: 3.930 2.290 -3.254
C: 4.546 2.598 -4.468
C: 4.889 1.631 -5.387
C: 4.455 0.320 -5.163
C: 3.750 -0.020 -4.030
H: -1.414 3.144 -1.768
H: -0.512 5.070 -0.534
H: 1.748 4.979 0.356
H: 3.145 3.070 0.005
H: 3.466 0.561 1.758
H: 5.367 1.122 3.189
H: 7.624 1.435 2.116
H: 7.928 1.293 -0.375
H: 5.972 0.878 -1.776
H: 3.654 3.062 -2.539
H: 4.746 3.688 -4.701
H: 5.428 1.862 -6.335
H: 4.710 -0.453 -5.854
H: 3.331 -1.050 -3.866
C: -8.160 -2.962 -1.714
C: -6.923 -2.146 -2.043
C: -5.783 -2.093 -0.978
N: -4.631 -1.576 -1.285
N: -3.731 -1.523 -0.247
C: -4.168 -2.201 0.837
N: -3.482 -2.443 1.974
S: -5.758 -2.866 0.607
H: -8.909 -2.656 -2.393
H: -8.490 -2.719 -0.675
H: -8.084 -4.092 -1.841
H: -7.250 -1.087 -2.133
H: -6.401 -2.378 -2.980
H: -2.798 -1.707 2.220
H: -4.077 -2.682 2.762

## Properties
Largest force on an atom   2.5 eV/Å
Highest occupied orbital energy   -6.1 eV
Gap between HOMO and LUMO   5.830 eV
ΔE to the lowest compared entry with this formula, charge and spin   0.00 kcal per mole